DFT (ωB97M-V with the def2-TZVPD basis set) results for 11 unconnected molecules or ions with the total composition C31H80BN6O18.

Bonds (Å) are listed after each position.
Element x y z (Å)
1 O 0.0426 14.5644 -20.6456  C2 1.256
2 C -1.1969 14.5573 -20.4442  O1 1.256, O3 1.299, C6 1.563
3 O -1.9937 13.8702 -19.6826  C2 1.299, B4 1.453
4 B -3.3771 14.3146 -19.6592  O3 1.453, O5 1.447, O8 1.461, O12 1.470
5 O -3.3116 15.4409 -20.5648  B4 1.447, C6 1.331
6 C -2.0945 15.6874 -21.0439  C2 1.563, O5 1.331, O7 1.252
7 O -1.6910 16.5967 -21.8038  C6 1.252
8 O -3.9251 14.7051 -18.3629  B4 1.461, C9 1.345
9 C -5.0215 13.9830 -18.0692  O8 1.345, O10 1.248, C11 1.482
10 O -5.7648 14.0608 -17.0697  C9 1.248
11 C -5.2585 13.1063 -19.2404  C9 1.482, O12 1.314, O13 1.235
12 O -4.3302 13.3076 -20.1480  B4 1.470, C11 1.314
13 O -6.1730 12.2797 -19.3105  C11 1.235
14 C -7.5903 18.1231 -20.2410  C15 1.462, H20 1.090, H21 1.090, H22 1.090
15 C -6.8088 17.1433 -19.4882  C14 1.462, C16 1.550, N19 1.464, H23 1.090
16 C -6.5678 17.4020 -17.9795  C15 1.550, O17 1.357, H24 1.090, H25 1.090
17 O -5.9098 18.5880 -17.9290  C16 1.357, C18 1.401
18 C -4.5360 18.5642 -18.2026  O17 1.401, H26 1.090, H27 1.090, H28 1.090
19 N -7.3914 15.8202 -19.7222  C15 1.464, H29 1.010, H30 1.010
20 H -8.6009 18.3356 -19.8925  C14 1.090
21 H -7.7595 17.7652 -21.2566  C14 1.090
22 H -7.0589 19.0642 -20.3832  C14 1.090
23 H -5.8305 17.1093 -19.9676  C15 1.090
24 H -6.1369 16.5586 -17.4398  C16 1.090
25 H -7.5170 17.5781 -17.4735  C16 1.090
26 H -4.0285 17.7957 -17.6196  C18 1.090
27 H -4.1248 19.5186 -17.8738  C18 1.090
28 H -4.4238 18.3832 -19.2716  C18 1.090
29 H -7.5015 15.8758 -20.7246  N19 1.010
30 H -8.3649 15.6681 -19.5001  N19 1.010
31 C -3.2967 16.0826 -24.7689  C32 1.537, H37 1.090, H38 1.090, H39 1.090
32 C -3.9799 14.7113 -24.6484  C31 1.537, C33 1.565, N36 1.485, H40 1.090
33 C -2.8806 13.6659 -24.2618  C32 1.565, O34 1.440, H41 1.090, H42 1.090
34 O -1.6584 13.5027 -25.0047  C33 1.440, C35 1.443
35 C -1.8795 13.2379 -26.4060  O34 1.443, H43 1.090, H44 1.090, H45 1.090
36 N -5.0036 14.8446 -23.5811  C32 1.485, H46 1.010, H47 1.010
37 H -3.0053 16.3083 -25.7947  C31 1.090
38 H -2.4310 16.1819 -24.1141  C31 1.090
39 H -3.9926 16.8808 -24.5103  C31 1.090
40 H -4.5372 14.6006 -25.5786  C32 1.090
41 H -3.3118 12.6659 -24.2150  C33 1.090
42 H -2.5598 13.8828 -23.2429  C33 1.090
43 H -1.2543 12.4602 -26.8448  C35 1.090
44 H -1.6099 14.1446 -26.9477  C35 1.090
45 H -2.9211 13.1291 -26.7083  C35 1.090
46 H -5.2648 13.8808 -23.4294  N36 1.010
47 H -4.7121 15.1480 -22.6629  N36 1.010
48 C -9.9818 12.6619 -20.1777  C49 1.562, H54 1.090, H55 1.090, H56 1.090
49 C -9.9829 12.5816 -18.6174  C48 1.562, C50 1.554, N53 1.510, H57 1.090
50 C -11.3925 12.6375 -17.9649  C49 1.554, O51 1.470, H58 1.090, H59 1.090
51 O -11.9965 13.9632 -18.1643  C50 1.470, C52 1.415
52 C -13.3781 13.9450 -17.8596  O51 1.415, H60 1.090, H61 1.090, H62 1.090
53 N -9.1379 11.4185 -18.1544  C49 1.510, H63 1.010, H64 1.010
54 H -9.3017 13.4068 -20.5908  C48 1.090
55 H -10.9530 12.8772 -20.6232  C48 1.090
56 H -9.6719 11.6958 -20.5761  C48 1.090
57 H -9.3334 13.4115 -18.3391  C49 1.090
58 H -11.2849 12.4195 -16.9024  C50 1.090
59 H -11.9585 11.8387 -18.4441  C50 1.090
60 H -13.9087 13.1382 -18.3652  C52 1.090
61 H -13.8676 14.8872 -18.1057  C52 1.090
62 H -13.4687 13.8953 -16.7745  C52 1.090
63 H -8.9166 11.5937 -17.1847  N53 1.010
64 H -8.2167 11.5428 -18.5493  N53 1.010
65 C -7.7700 13.1791 -14.5912  C66 1.547, H71 1.090, H72 1.090, H73 1.090
66 C -7.7958 11.7815 -15.2538  C65 1.547, C67 1.556, N70 1.422, H74 1.090
67 C -6.8245 10.7603 -14.5953  C66 1.556, O68 1.429, H75 1.090, H76 1.090
68 O -7.0254 10.5686 -13.1940  C67 1.429, C69 1.388
69 C -6.0521 9.8145 -12.5534  O68 1.388, H77 1.090, H78 1.090, H79 1.090
70 N -9.1527 11.3644 -15.1689  C66 1.422, H80 1.010, H81 1.010
71 H -7.8737 12.9877 -13.5231  C65 1.090
72 H -8.4851 13.9135 -14.9618  C65 1.090
73 H -6.7367 13.4733 -14.7752  C65 1.090
74 H -7.6204 11.8417 -16.3279  C66 1.090
75 H -5.7752 11.0493 -14.6551  C67 1.090
76 H -6.9904 9.8633 -15.1919  C67 1.090
77 H -5.1079 10.3560 -12.4948  C69 1.090
78 H -5.8158 8.9326 -13.1488  C69 1.090
79 H -6.3556 9.5331 -11.5451  C69 1.090
80 H -9.3054 10.3890 -15.3821  N70 1.010
81 H -9.5349 11.3250 -14.2349  N70 1.010
82 C -0.4514 17.1543 -18.1827  C83 1.487, H88 1.090, H89 1.090, H90 1.090
83 C 0.5011 18.2930 -18.0981  C82 1.487, C84 1.499, N87 1.486, H91 1.090
84 C 1.7518 17.9269 -17.3578  C83 1.499, O85 1.455, H92 1.090, H93 1.090
85 O 1.5309 17.5051 -15.9834  C84 1.455, C86 1.471
86 C 2.8034 17.0540 -15.3998  O85 1.471, H94 1.090, H95 1.090, H96 1.090
87 N 0.7573 18.7267 -19.4962  C83 1.486, H97 1.010, H98 1.010
88 H 0.0278 16.2468 -18.5499  C82 1.090
89 H -1.3590 17.5015 -18.6765  C82 1.090
90 H -0.7874 16.8203 -17.2011  C82 1.090
91 H 0.0439 19.1080 -17.5369  C83 1.090
92 H 2.4104 18.7947 -17.3222  C84 1.090
93 H 2.2468 17.1856 -17.9852  C84 1.090
94 H 3.6177 17.7631 -15.5490  C86 1.090
95 H 2.9150 16.1041 -15.9225  C86 1.090
96 H 2.6969 16.9788 -14.3176  C86 1.090
97 H 1.6398 19.2094 -19.4051  N87 1.010
98 H 0.9159 17.8176 -19.9067  N87 1.010
99 C 2.1438 14.3929 -25.2365  C100 1.533, H105 1.090, H106 1.090, H107 1.090
100 C 1.9723 14.7560 -23.7574  C99 1.533, C101 1.593, N104 1.432, H108 1.090
101 C 1.4645 16.2572 -23.5978  C100 1.593, O102 1.408, H109 1.090, H110 1.090
102 O 2.2412 17.1824 -24.3203  C101 1.408, C103 1.444
103 C 3.6654 17.1483 -24.0873  O102 1.444, H111 1.090, H112 1.090, H113 1.090
104 N 1.0089 13.7972 -23.3060  C100 1.432, H114 1.010, H115 1.010
105 H 1.1929 14.3667 -25.7686  C99 1.090
106 H 2.6096 13.4084 -25.2809  C99 1.090
107 H 2.6413 15.2009 -25.7728  C99 1.090
108 H 2.9304 14.7695 -23.2378  C100 1.090
109 H 1.4543 16.6535 -22.5825  C101 1.090
110 H 0.5078 16.5306 -24.0429  C101 1.090
111 H 3.7424 17.2584 -23.0057  C103 1.090
112 H 4.2032 17.9430 -24.6043  C103 1.090
113 H 4.1731 16.2500 -24.4388  C103 1.090
114 H 0.7886 14.0494 -22.3532  N104 1.010
115 H 0.2060 13.9121 -23.9079  N104 1.010
116 O -1.8703 19.6142 -20.5604  H117 0.957, H118 0.957
117 H -2.2301 18.7529 -20.7726  O116 0.957
118 H -1.0588 19.4258 -20.0890  O116 0.957
119 C 3.3492 16.0840 -20.3944  O120 1.447, H121 1.090, H122 1.090, H123 1.090
120 O 2.8360 14.9712 -19.6253  C119 1.447, H124 0.960
121 H 2.5545 16.7456 -20.7392  C119 1.090
122 H 4.1096 16.7775 -20.0353  C119 1.090
123 H 3.7248 15.6837 -21.3360  C119 1.090
124 H 1.9158 14.8120 -19.8478  O120 0.960
125 C -7.0369 11.5612 -22.4635  O126 1.417, H127 1.090, H128 1.090, H129 1.090
126 O -6.0249 12.5368 -22.2843  C125 1.417, H130 0.960
127 H -7.1032 10.7894 -21.6967  C125 1.090
128 H -7.9142 12.1736 -22.6717  C125 1.090
129 H -6.8256 11.0110 -23.3804  C125 1.090
130 H -5.6422 12.5706 -21.4045  O126 0.960
131 C 0.0592 19.3123 -22.9218  O132 1.417, H133 1.090, H134 1.090, H135 1.090
132 O -0.3140 20.6467 -22.6255  C131 1.417, H136 0.960
133 H 0.6530 18.8876 -22.1124  C131 1.090
134 H -0.8822 18.7763 -23.0422  C131 1.090
135 H 0.5035 19.2912 -23.9170  C131 1.090
136 H -0.9568 20.6096 -21.9135  O132 0.960

Properties
HOMO energy (spin up / spin down) in eV: -8.27 / -8.27
Frontier orbital gap (spin up / spin down) in eV: 7.5287 / 2.5237
Total charge: 0
Spin multiplicity: 2
Largest force on an atom in eV Å⁻¹: 4.4